The following is a quantum chemistry calculation of 3 unconnected molecules or ions with the total composition C4H17N2O2 at a distorted geometry, from the OMol25 dataset.

XYZ file:
```
25
Properties=species:S:1:pos:R:3:forces:R:3
C -1.29016 0.47142 -1.99813 -0.6 0.4 -0.2
N -2.49914 1.08922 -1.46804 0.9 0.6 0.5
C -0.45886 -0.03288 -0.82414 0.2 -0.6 -1.0
N -0.27175 1.09200 0.14380 -0.6 -1.6 1.0
C 1.51176 -1.66744 -0.34263 0.0 -0.1 0.6
C 0.89337 -0.60005 -1.22501 0.4 0.1 -1.4
H -0.70320 1.19853 -2.56536 -0.1 0.3 0.2
H -1.54030 -0.27577 -2.75566 0.4 -0.6 0.4
H -2.88475 1.80828 -2.05129 -0.4 -0.1 -0.1
H -3.16816 0.46247 -1.05529 -0.2 -0.1 -0.4
H -1.02903 -0.84891 -0.37227 0.0 0.4 0.6
H 0.00817 1.96601 -0.29310 0.2 -0.1 0.0
H -1.14599 1.24772 0.64557 -0.2 0.3 -0.3
H 0.37215 0.76042 0.89907 0.1 0.9 -0.4
H 2.36010 -2.16898 -0.80383 -0.1 0.1 -0.3
H 0.77678 -2.43680 -0.09871 0.0 0.0 0.0
H 1.90140 -1.27112 0.59938 -0.2 0.1 0.0
H 1.61176 0.19658 -1.46114 -0.1 0.2 0.4
H 0.75322 -1.01678 -2.22921 -0.2 -0.2 0.1
H 1.58735 0.53166 2.88343 0.0 -0.3 -0.2
H 1.38584 1.98706 2.84555 -0.1 0.3 -0.4
O 1.31503 1.21473 2.26829 0.7 0.6 0.7
H -0.36854 -1.55503 3.41910 -1.4 0.2 -0.7
H 0.87800 -1.17284 3.11623 0.4 0.5 -1.0
O 0.00494 -0.97950 2.72341 0.7 -1.4 1.8
```
Positions in Å, forces in eV/Å.

Energy relative to the best compared isomer or geometry (same formula, charge and spin) = 100.9 kJ/mol
LUMO = -2.9009 eV
Total energy = -11492.845 eV
Charge = +1
Frontier orbital gap = 10.18 eV

=====

The following is a quantum chemistry calculation of 4 unconnected molecules or ions with the total composition C4H17N3O4 at a distorted geometry, from the OMol25 dataset.

XYZ file:
```
28
Properties=species:S:1:pos:R:3:forces:R:3
C 1.54438 0.66386 0.83676 -4.5 -0.3 -2.5
N 1.80687 -0.19398 -0.31699 -2.0 0.8 0.1
C 0.70436 -1.02884 -0.66909 3.0 -1.6 -2.9
N 0.93702 -1.78550 -1.91384 -4.4 1.5 3.8
O -0.28359 -1.19842 0.01251 0.0 0.9 -0.3
C 1.08860 2.22385 0.50480 2.2 -2.3 0.6
C 0.26399 2.79555 1.65929 -2.0 3.9 -2.8
N 0.30767 2.31395 -0.72649 0.6 -1.2 3.1
H 0.81976 0.06075 1.48464 0.3 1.7 -1.2
H 2.30836 0.51125 1.43276 4.4 0.9 3.0
H 2.65525 0.01933 -0.86521 -1.1 -0.7 0.1
H 0.33921 -2.63037 -1.80661 1.0 0.7 -0.7
H 1.87156 -1.91900 -2.05433 2.8 -0.8 -0.7
H 2.03148 2.78986 0.32452 -0.5 -0.1 0.2
H 0.41345 3.82820 2.06930 0.4 -0.1 -1.6
H -0.80939 2.78408 1.37333 0.5 -0.2 0.4
H 0.34708 2.40156 2.56701 0.6 -3.3 3.4
H -0.26452 1.47876 -0.83024 -0.2 0.0 -1.2
H -0.08732 3.22754 -0.78792 -0.7 0.8 -1.0
H -1.26682 -3.28803 0.05348 1.1 0.7 -0.2
H -2.67724 -2.88109 -0.24614 -4.3 5.7 -3.9
O -2.18124 -3.44925 0.15019 3.1 -6.4 4.3
H -0.60413 -0.79133 1.92999 -0.4 -0.9 -3.3
H -1.32109 -0.46647 3.12490 -0.4 0.1 0.8
O -0.44630 -0.69824 2.82402 0.4 0.6 2.7
H -2.06365 0.45976 -1.70893 0.0 -0.6 0.8
H -2.96688 0.21936 -2.89740 0.4 0.4 0.1
O -2.30064 0.83693 -2.54328 -0.4 0.1 -0.7
```
Positions in Å, forces in eV/Å.

Energy relative to the best compared isomer or geometry (same formula, charge and spin) = 204.4 kJ/mol
LUMO (alpha / beta) = -3.1762 / -8.7500 eV
Total energy = -17073.580 eV
Charge = +1
Spin multiplicity = 2
Frontier orbital gap (alpha / beta) = 10.74 / 5.16 eV

=====

The following is a quantum chemistry calculation of 4 unconnected molecules or ions with the total composition C4H17NO3 at a distorted geometry, from the OMol25 dataset.

XYZ file:
```
25
Properties=species:S:1:pos:R:3:forces:R:3
C 1.65249 2.15111 0.08574 1.9 -1.5 0.1
C 1.00779 1.30404 1.20224 1.9 -1.2 -1.5
N 1.24776 -0.12753 0.82102 -3.3 -0.6 1.4
C 0.41435 -1.03513 1.75971 2.5 -1.0 -1.0
C 0.03158 -2.38744 1.05624 2.6 -0.7 4.7
H 2.02630 3.05145 0.55168 -0.4 0.8 -0.6
H 2.61529 1.63971 -0.33363 -1.5 0.6 0.9
H 1.00740 2.21564 -0.80376 0.0 0.7 0.7
H -0.02717 1.53120 1.25493 -0.7 -0.2 -0.1
H 1.38978 1.44647 2.19128 0.8 0.7 0.6
H 2.21214 -0.38658 0.86116 0.6 0.1 0.2
H 0.98528 -1.29349 2.67960 -0.3 0.4 -0.3
H -0.45180 -0.46648 2.02401 -0.5 0.1 0.1
H 0.86351 -3.15235 0.96122 -0.5 1.2 0.2
H -0.24139 -2.12209 0.14628 -1.9 0.7 -4.2
H -0.69725 -2.88837 1.69557 -0.4 0.1 -0.5
O -1.44902 0.60820 0.21759 -2.3 -0.9 3.3
H -1.47500 0.68313 -0.71282 -0.9 -0.3 -1.9
H -2.32783 0.26570 0.63024 2.3 1.0 -1.9
O 0.36620 -0.11378 -1.98505 -2.0 -3.0 0.3
H 0.35680 -0.27646 -1.02032 0.4 -0.2 0.0
H 0.81166 0.67178 -2.02776 1.9 3.1 -0.5
O -2.63364 -0.32064 -2.39916 0.8 4.7 -2.3
H -1.94092 -0.47645 -3.05123 0.2 0.5 0.0
H -2.74679 -1.13581 -2.08419 -1.1 -5.1 2.3
```
Positions in Å, forces in eV/Å.

Energy relative to the best compared isomer or geometry (same formula, charge and spin) = 179.8 kJ/mol
LUMO = 0.7448 eV
Total energy = -12054.883 eV
SMILES string = CCNCC.O.O.O
Frontier orbital gap = 9.66 eV

=====

The following is a quantum chemistry calculation of 4 unconnected molecules or ions with the total composition C4H17NO3 at a distorted geometry, from the OMol25 dataset.

XYZ file:
```
25
Properties=species:S:1:pos:R:3:forces:R:3
C 1.62665 2.17155 -0.07605 -0.6 1.1 0.3
C 0.77604 1.26081 0.81952 -0.8 1.0 1.6
N 1.11857 -0.16808 0.70420 -0.5 0.1 -0.3
C 0.24685 -1.02194 1.53910 -0.7 1.1 -0.4
C 0.03510 -2.37223 0.91771 -1.5 -1.7 -1.7
H 1.62745 3.19990 0.40118 0.1 -1.0 -0.7
H 2.66011 1.87418 -0.23824 0.1 -0.2 0.2
H 1.14745 2.27723 -1.07901 0.3 -0.1 0.7
H -0.32862 1.48942 0.52283 2.9 -0.8 0.8
H 0.84081 1.50909 1.95254 0.3 0.2 -1.6
H 2.08293 -0.28355 0.99600 0.0 0.0 -0.1
H 0.62961 -1.16934 2.56870 -0.1 0.3 -0.3
H -0.72209 -0.45018 1.58819 0.9 -0.9 0.2
H 0.89428 -3.04307 0.98240 0.1 0.2 0.1
H -0.30678 -2.44580 -0.19843 0.8 0.9 1.8
H -0.81178 -2.90010 1.39833 0.5 0.2 0.2
O -1.64902 0.73947 -0.04747 -2.3 -0.2 -0.7
H -2.12587 0.63316 -0.90815 0.1 0.1 0.6
H -2.29362 1.11875 0.57842 0.2 -0.3 -0.5
O 0.27560 -0.37616 -2.18390 -0.4 -0.4 -0.2
H 0.50662 -0.59037 -1.26185 0.3 0.4 0.2
H 0.78993 0.39965 -2.41361 0.1 0.1 0.1
O -2.66096 -0.34609 -2.40160 1.3 -1.2 1.3
H -1.67887 -0.42833 -2.41396 0.2 0.9 -1.1
H -2.68040 -1.07797 -1.74688 -1.3 0.2 -0.4
```
Positions in Å, forces in eV/Å.

Energy relative to the best compared isomer or geometry (same formula, charge and spin) = 128.6 kJ/mol
LUMO = 0.6810 eV
Total energy = -12055.413 eV
SMILES string = CCNCC.O.O.O
Frontier orbital gap = 9.55 eV

=====

The following is a quantum chemistry calculation of 4 unconnected molecules or ions with the total composition C4H17NO3 at a distorted geometry, from the OMol25 dataset.

XYZ file:
```
25
Properties=species:S:1:pos:R:3:forces:R:3
C 2.17480 0.47512 0.88150 -0.6 0.5 0.4
C 0.78047 1.01238 0.50143 0.9 -0.3 -0.2
C -0.34446 0.30762 1.24304 -0.4 -0.1 0.2
C -1.16063 -0.72133 0.43510 -1.2 0.7 0.2
N -1.55246 -0.22527 -0.89248 0.7 -0.4 -0.6
H 2.28256 0.61221 1.95619 0.1 -0.4 0.2
H 2.96042 1.09731 0.46578 0.2 -0.1 -0.4
H 2.29915 -0.57742 0.61797 0.1 0.1 0.1
H 0.79072 2.09540 0.64416 -0.2 0.0 0.2
H 0.62969 0.85144 -0.55823 -0.2 0.2 -0.2
H 0.01906 -0.19561 2.14626 0.1 0.0 -0.1
H -1.06699 1.03685 1.63296 0.1 0.0 -0.1
H -2.08231 -0.86595 1.02546 0.3 -0.4 0.1
H -0.70075 -1.69567 0.30162 0.3 0.1 0.2
H -1.84539 -1.01089 -1.45882 -0.2 0.1 0.0
H -2.27952 0.47998 -0.89602 0.0 -0.1 0.2
O 1.20106 -2.92186 -0.07885 -0.1 0.1 0.1
H 1.35301 -3.60034 -0.74168 0.1 0.0 0.0
H 1.12092 -2.09676 -0.59029 0.3 -0.3 -0.1
O 1.43206 -0.91502 -2.11421 -0.2 0.1 -0.2
H 2.00027 -0.15583 -1.94052 -0.1 -0.1 0.0
H 0.55570 -0.54108 -2.30001 0.1 0.0 0.2
O -3.09403 2.24306 -0.03789 -0.3 -0.3 0.1
H -3.26213 3.01340 -0.58806 0.3 0.1 0.1
H -2.21121 2.29825 0.34557 -0.1 0.4 -0.2
```
Positions in Å, forces in eV/Å.

Energy relative to the best compared isomer or geometry (same formula, charge and spin) = 38.4 kJ/mol
LUMO = 0.6548 eV
Total energy = -12056.348 eV
SMILES string = CCCCN.O.O.O
Frontier orbital gap = 9.79 eV

=====

The following is a quantum chemistry calculation of a molecular structure, C4H18B2KO2, from the OMol25 dataset.

XYZ file:
```
27
Properties=species:S:1:pos:R:3:forces:R:3
K -23.39156 6.91075 -3.85344 0.3 0.4 -0.5
B -23.38690 9.52663 -5.34790 -0.6 0.5 -0.3
H -22.89578 10.57681 -5.70975 0.0 0.2 -0.1
H -24.60915 9.56867 -5.48249 -0.3 0.1 0.0
H -22.97152 8.62300 -6.01633 0.2 -0.3 0.0
H -23.12796 9.39260 -4.17868 0.1 -0.1 0.6
B -20.76390 6.92473 -4.92036 0.6 0.0 -0.2
H -19.63271 7.16742 -5.28913 0.2 -0.1 -0.2
H -21.13670 7.86044 -4.27900 -0.1 0.3 0.5
H -21.51351 6.77456 -5.84515 -0.3 -0.1 -0.5
H -20.76832 5.89636 -4.28493 0.0 -0.6 0.6
C -25.57826 4.63567 -2.16908 -0.1 -0.2 0.0
O -25.07785 4.86923 -3.46209 -0.2 0.1 -0.1
C -25.91854 4.30102 -4.45698 0.3 -0.3 0.4
C -25.34271 4.53931 -5.83164 -0.2 -0.3 -0.4
O -25.03773 5.88471 -5.99896 0.2 0.1 0.4
C -24.16663 6.21495 -7.08357 -0.7 0.2 -0.2
H -25.52371 3.56825 -1.92434 0.0 0.0 0.1
H -26.62050 4.96082 -2.07283 0.0 0.0 -0.1
H -24.98068 5.19890 -1.45466 0.1 0.0 0.0
H -26.93717 4.69066 -4.34998 0.1 0.2 -0.1
H -25.95450 3.21622 -4.27392 -0.2 0.0 -0.2
H -26.12172 4.23157 -6.55278 0.1 -0.1 0.0
H -24.47965 3.88414 -6.00862 0.1 0.2 0.1
H -24.60027 5.86401 -8.02909 0.0 0.0 0.0
H -23.15354 5.82710 -6.96915 0.0 -0.1 0.2
H -24.15003 7.30132 -7.05139 0.3 0.0 -0.2
```
Positions in Å, forces in eV/Å.

Energy relative to the best compared isomer or geometry (same formula, charge and spin) = 28.7 kJ/mol
LUMO = 2.0435 eV
Total energy = -26211.063 eV
Charge = -1
Frontier orbital gap = 6.61 eV

=====

The following is a quantum chemistry calculation of a molecular structure, C4H18B3FNO5Tl at a distorted geometry, from the OMol25 dataset.

XYZ file:
```
33
Properties=species:S:1:pos:R:3:forces:R:3
Tl -0.16705 0.63504 -0.65086 2.7 6.6 -10.0
B 0.27243 -0.57672 -2.62881 -1.2 -2.5 -0.7
H 0.70770 -0.98817 -3.52629 2.0 -0.8 -3.3
H -0.51934 -1.25079 -2.34073 -1.2 -2.2 -0.9
H 1.05860 -0.53356 -1.89103 2.4 -1.9 2.3
H -0.08968 0.41390 -2.85639 -2.0 3.5 -1.1
B -2.00630 0.83882 0.75855 -2.4 0.7 1.2
H -2.93049 0.93059 1.30783 -3.6 1.0 1.4
H -1.57356 -0.08149 1.11915 -0.6 -2.9 1.3
H -2.20845 0.71676 -0.29429 -1.8 0.9 -3.7
H -1.35971 1.67231 0.98531 1.8 3.7 1.1
B 1.48760 1.78226 -1.99614 2.1 0.5 0.2
H 2.44097 2.24416 -1.79129 3.1 2.3 1.3
H 1.62086 0.76670 -1.65683 1.6 -2.1 1.2
H 0.67971 2.33842 -1.54643 -3.8 3.0 2.0
H 1.25403 1.78378 -3.04956 -1.1 -0.3 -3.4
C 2.63439 0.92750 3.17881 0.9 0.1 2.9
C 1.84505 -0.18099 3.91011 0.6 1.7 1.1
O 0.58509 -0.08474 3.27519 0.8 -0.2 -2.6
C 0.88638 0.35260 1.98968 2.2 0.2 3.6
O 0.08809 0.35234 1.12694 5.2 -2.7 8.2
O 2.14397 0.84410 1.89142 -1.5 -0.6 -1.3
F 1.62896 0.11570 5.22230 0.3 -0.1 -0.4
H 3.70957 0.81901 3.32134 0.0 -0.4 -0.9
H 2.43867 1.91305 3.60129 -0.5 0.0 0.1
H 2.36474 -1.13747 3.85396 -0.6 -0.3 -0.2
C -2.94136 -2.14933 -2.03389 -0.2 -0.2 0.1
N -1.79695 -1.96975 -1.14639 1.6 -1.6 2.5
O -1.43730 -0.82405 -0.83419 -5.3 -7.9 -0.7
O -1.26258 -3.01507 -0.69904 -1.3 3.1 -1.2
H -3.42023 -1.23584 -2.38649 0.6 0.1 0.3
H -3.61309 -2.68380 -1.36217 -0.3 -0.3 -0.6
H -2.52069 -2.73527 -2.85109 -0.5 -0.1 0.0
```
Positions in Å, forces in eV/Å.

Energy relative to the best compared isomer or geometry (same formula, charge and spin) = 307.5 kJ/mol
LUMO = -1.1402 eV
Total energy = -25585.841 eV
Frontier orbital gap = 7.65 eV

=====

The following is a quantum chemistry calculation of a molecular structure, C4H18CrNO9S at a distorted geometry, from the OMol25 dataset.

XYZ file:
```
34
Properties=species:S:1:pos:R:3:forces:R:3
Cr 0.47946 1.45773 -0.07129 0.6 1.7 -1.4
S -2.02424 3.79432 0.39644 -1.3 1.6 0.8
O -3.15943 3.00608 0.92112 0.2 -0.6 0.1
O -2.39993 4.43164 -0.86870 0.3 0.0 0.0
O -1.54890 4.76406 1.41261 0.0 -0.3 -0.4
O -0.87602 2.86185 0.13750 1.1 -1.4 -0.2
O 1.24738 2.11031 -1.82006 -0.6 -0.9 0.4
H 1.97712 2.67789 -2.03255 0.3 0.3 0.0
C -0.53680 -1.89393 -2.34161 0.2 -0.4 1.6
C -1.21882 -1.43944 -1.01788 0.7 -0.3 -1.5
C -0.79870 -2.29806 0.16228 -1.1 -0.3 1.2
O 0.57010 -2.61486 0.26727 0.6 0.6 -0.5
C 0.91260 -3.36242 1.40143 -0.1 -0.1 0.2
N -1.00258 0.02748 -0.87256 -2.2 -1.6 -0.1
H -1.03149 -1.47592 -3.21139 0.1 0.1 -0.1
H -0.55749 -2.98693 -2.35792 0.0 0.0 -0.3
H 0.50730 -1.59063 -2.26671 0.0 0.1 -0.4
H -2.28088 -1.67466 -1.15506 -0.1 0.2 0.3
H -1.38576 -3.23138 0.17644 0.2 -0.1 -0.6
H -1.15731 -1.85922 1.11043 0.3 0.5 -0.1
H 0.59665 -2.86832 2.33027 -0.2 -0.1 -0.1
H 1.99803 -3.44652 1.44481 0.0 -0.1 -0.2
H 0.46906 -4.36199 1.34518 0.0 0.0 0.1
H -1.19627 0.39288 -1.80696 0.4 0.4 0.1
H -1.85826 0.31296 -0.38214 0.5 0.7 0.3
O 2.19260 2.79101 0.81607 0.9 0.2 0.4
H 2.64276 3.06670 1.62501 -0.3 0.1 0.0
H 2.21411 3.56152 0.22990 -0.4 -0.2 0.0
O 0.27356 0.65313 1.90424 -0.1 -0.6 0.9
H -0.42939 0.66736 2.56946 -0.1 0.4 -0.3
H 0.88845 -0.03469 2.18465 0.0 0.1 -0.1
O 1.93918 -0.23019 -0.27609 0.4 -0.6 0.6
H 2.83886 -0.06765 0.03560 -0.1 0.2 -0.3
H 1.71503 -1.14011 0.01021 -0.2 0.3 -0.3
```
Positions in Å, forces in eV/Å.

LUMO (alpha / beta) = 1.6911 / 1.6571 eV
Total energy = -63615.628 eV
Charge = -1
Spin multiplicity = 5
Frontier orbital gap (alpha / beta) = 4.76 / 4.72 eV